Record 1
90
Properties=species:S:1:pos:R:3 method="wB97M-V/def2-TZVPD" relative_energy_kcal_mol=6.5 homo_ev="-7.9 / -7.7" orbital_gap_ha="0.2736 / 0.2713" multiplicity=2 charge=0 e_tot_ha=-3677.6612
H -2.53564 -1.77778 -0.20387
H 5.64316 -0.40838 -0.14077
C -0.07754 3.98322 0.34333
C -0.89254 5.51102 -1.33417
H 1.77246 -3.19128 -0.47517
H -4.88304 -1.76348 0.54783
C 0.57766 1.18762 -4.53187
H 2.98596 2.69802 -7.27547
H 3.56956 1.19532 -7.80447
H -0.15814 -2.12588 4.79603
H -1.42234 -3.80838 3.38673
N 0.87076 -0.17468 -1.78217
H 1.61956 -2.37318 1.75823
H 1.72976 2.23382 1.67393
C -4.46744 -2.74918 2.39963
C 1.19216 -4.09528 -0.34987
N 2.33176 0.03692 -0.20617
H 2.49506 -5.26868 -1.56747
H -4.94294 2.56732 3.77763
C 4.39406 -0.51168 -1.89327
H 0.82586 3.21742 2.87263
H 2.73766 -0.88638 -6.96487
C 0.06546 1.18442 4.25673
H -0.50504 0.03542 5.98113
C 4.64656 -0.33348 -0.54087
C -4.12094 -2.19418 1.17973
C 2.17806 -0.22558 -1.56157
C 1.59236 -5.26098 -0.97497
C -1.81014 -2.75388 1.55583
O -0.15124 1.66632 0.12463
C -0.32454 -6.38878 -0.09317
C -3.61534 1.47152 2.49963
H -0.00814 2.14232 4.74613
C -2.16764 -3.32858 2.76953
C 1.42146 -0.93818 -5.27757
C 0.65706 -0.18698 -4.40717
C -1.64934 2.64162 1.75803
C -1.05494 4.37232 -0.56817
O 0.31006 -2.35438 -2.94147
C -2.43424 1.49822 1.77703
N 3.14846 -0.47968 -2.40187
H -5.49524 -2.74598 2.73343
H 3.69016 0.10472 1.35833
C 0.02836 -4.06598 0.41003
H 0.64846 -3.30558 2.92053
H -1.93964 3.76382 -0.68167
C 0.63526 -2.46408 2.22853
H -4.21294 0.57162 2.51313
C -0.72584 -5.22228 0.53483
C 0.83416 -6.41228 -0.84957
H 1.46136 -2.00758 -5.13167
H 0.38306 7.16912 -1.80387
H -1.47914 4.66782 2.42673
N 2.80966 1.71442 -7.39647
C -3.48484 -3.31908 3.19133
S 0.00966 -0.94728 -2.93677
C -2.07564 3.76702 2.45293
C -4.02774 2.59102 3.20293
C -0.37084 -2.73328 1.05733
H -3.74314 -3.76598 4.14133
H -0.02484 1.74392 -3.82687
O -1.35174 -0.56718 -2.68387
C 1.22236 5.90542 -0.29297
C 0.42386 1.12622 2.91543
C -0.28554 2.64862 1.06183
C 1.28596 1.82072 -5.53337
C -2.80194 -2.19608 0.75753
H -3.58474 4.62712 3.69723
N 0.48226 -0.04018 2.24963
C -0.02394 -1.18828 4.28033
C 2.12796 -0.31138 -6.28337
H -1.63814 -5.21708 1.11373
C 2.09406 1.08132 -6.40507
O -0.20704 -1.72528 0.15073
C -3.26004 3.74332 3.16693
C 0.24776 6.28532 -1.19707
C 1.06066 4.76362 0.47553
H -1.65544 5.79652 -2.04247
H 2.11966 6.49812 -0.18607
H 5.18326 -0.70798 -2.60417
H -2.12114 0.62582 1.21073
C -0.19984 0.01312 4.94623
H 1.83906 4.49032 1.17183
H 1.24416 2.89512 -5.63337
H -0.92774 -7.27958 0.00403
C 0.33926 -1.18528 2.94023
C 0.77136 2.37802 2.17963
C 3.57646 -0.04378 0.29073
H 1.13526 -7.32168 -1.34877
Cr 0.43986 -0.08258 0.14563


Record 2
6
Properties=species:S:1:pos:R:3 method="wB97M-V/def2-TZVPD" relative_energy_kcal_mol=56.2 homo_ev=-10.9 orbital_gap_ha=0.3774 charge=0 e_tot_ha=-3608.2538
C 0.31590 0.08585 -0.27732
O -1.10441 0.02385 0.86151
H -1.36409 -0.79948 1.27347
Cl -0.21242 -0.44017 -1.85102
Br 0.88280 2.05933 -0.42307
Cl 1.48222 -0.92938 0.41643


Record 3
125
Properties=species:S:1:pos:R:3 method="wB97M-V/def2-TZVPD" homo_ev="-4.2 / -4.5" orbital_gap_ha="0.2317 / 0.1112" multiplicity=6 charge=-1 e_tot_ha=-6989.6256
H -5.77806 5.06176 -1.56793
H -5.55364 2.31575 -3.92723
Fe 0.06038 -0.48023 -1.44106
C -0.04718 -2.97277 4.48747
H -2.08138 -3.95849 -1.06500
H 1.68900 -2.58740 1.54524
H 5.16163 -6.08994 2.19555
H 1.14767 2.62483 5.40463
H -1.75254 3.94967 0.30257
H -2.63297 -0.83992 -3.38868
H -0.57947 -2.18443 -3.81336
H 1.12584 5.12408 -3.38990
H 2.75702 2.04700 -3.05670
C 0.04267 -0.35841 1.66843
C 0.08633 -2.50773 3.05895
C 5.45239 -4.86006 -1.02363
H 5.00351 -2.94155 4.52499
H 1.85317 -0.80339 -7.07499
H 4.25909 -5.44070 3.57868
O 0.69147 -2.53494 -1.84456
H 6.72928 -4.17432 2.30417
H -2.53973 5.84855 0.15875
C -4.38100 4.63596 0.03807
Se 0.15686 1.91564 -0.11975
C -0.86390 -3.32079 2.20159
N 1.35251 3.11453 -4.10533
H -1.24461 1.69770 7.39781
H 5.22692 -3.27031 -2.51291
H -6.17073 0.60790 -2.63101
C -2.30027 2.78816 5.10844
H 3.09741 2.82124 -5.27132
O -1.93456 -3.23834 -1.68875
H 5.80705 -6.11942 3.81132
H 6.66656 -4.27367 -2.66070
H -2.30707 -2.44833 -1.25253
H -2.53180 3.33052 6.03593
H 0.04141 3.90434 4.74834
S 4.13587 -1.72596 -0.31101
C 5.79001 -4.12723 2.89685
H -4.63164 1.58723 -5.28232
H -5.25727 2.77739 -1.88516
H -5.67887 -0.59454 -3.81049
C -4.56928 1.91435 -4.25468
H 6.52120 -2.34868 3.75405
H -0.07838 0.53792 6.67223
P 5.53040 -2.69534 0.72022
C -0.57549 -0.20592 4.00269
H -6.27649 5.66711 0.03258
H 1.31820 -2.94185 -1.20955
C -2.37078 3.20348 -0.22259
H 2.57071 4.54959 -5.11030
H 3.32201 -4.42071 -0.90700
H 0.09558 3.94374 -2.56599
C 5.22429 -5.50965 3.11710
H -0.07000 -3.15656 -1.77289
S 7.11495 -1.67565 1.17694
H -0.42280 2.90143 2.70556
H 6.49162 -3.76011 4.88454
O 0.45611 -1.00699 0.60339
C -4.08515 0.78793 -3.29596
C -0.17482 -0.99873 2.92458
O 4.78601 -3.39615 1.99808
C -0.63634 1.18906 4.01333
C -2.38769 1.05934 -1.34762
H -6.50837 4.00878 -0.31654
C -0.14723 1.05832 1.64352
C -1.01348 1.11937 6.50876
H -3.45377 -0.42318 -4.93519
H -1.85089 0.41807 6.42976
C 5.97062 -3.26076 4.09667
C 1.83309 0.39705 -5.35630
C 0.52964 4.16978 -3.56947
C -3.68790 3.44205 -0.56410
C -3.59318 1.48363 -2.03874
C -4.28663 2.56565 -1.48098
C 0.53743 -0.31977 -3.47139
C -3.01094 -0.03154 -4.01592
H -0.32866 4.47174 -4.21043
H 6.01718 -5.81377 -0.94315
H 2.63709 1.00338 -5.81442
C 1.33675 0.63416 -4.08515
H 5.11422 -4.94306 -3.10643
H -2.16716 0.58726 -4.29266
H 3.74716 -6.09335 -1.19136
H 1.81229 -3.81979 2.77390
H -3.91690 2.77532 -4.19931
C 2.21188 3.50670 -5.18803
H -0.60575 -4.36148 2.27858
C -5.32724 -0.02990 -2.97120
C 5.60478 -4.28999 -2.42947
H -4.94397 5.35003 2.06614
C 0.56817 -1.62765 -5.48935
H -0.89547 -0.69170 4.92273
C -0.96601 2.02120 5.28502
H -2.23049 3.53905 4.29960
C 1.38636 -0.69526 -6.08086
H -1.87935 -3.22724 2.55907
H -4.03413 6.77173 0.34466
C -0.36388 1.81262 2.80111
C 0.15875 3.09712 5.48385
C 4.05828 -5.20225 -0.65020
O 6.10774 -4.00976 -0.07741
C -1.72757 2.03206 -0.54068
H 0.49448 -2.32990 5.17867
H 1.12789 1.88899 -2.38669
H 3.91576 -5.39413 0.42772
H 1.65366 3.46501 -6.13842
C 1.67390 1.92718 -3.36348
H -5.10636 3.57112 1.85704
H -3.50786 6.17125 -1.25852
C 0.15620 -1.43051 -4.19213
H -0.78922 -3.03135 1.14757
H -5.19311 -0.79277 -2.21120
H 0.38150 -2.55903 -5.98034
C -4.50037 4.44020 1.58940
C -5.83074 4.84227 -0.51629
H -1.10187 -2.97168 4.84007
H 0.12626 3.54782 6.45165
C -3.57408 5.93379 -0.20387
H 0.32607 -3.95600 4.65722
H -3.12256 2.11957 4.93162
H -3.49319 4.33372 2.03557
O -1.94515 -0.17874 -1.35750
C 1.52574 -2.78523 2.60665
H 2.23946 -2.17315 3.14836


Record 4
11
Properties=species:S:1:pos:R:3 method="wB97M-V/def2-TZVPD" relative_energy_kcal_mol=84.4 homo_ev="-8.2 / -8.4" orbital_gap_ha="0.3317 / 0.3398" charge=0 e_tot_ha=-416.7893
C -1.57429 -0.38833 -0.24197
F -1.79192 -0.22063 1.05751
C 0.85968 -0.31283 -0.56370
F -2.00064 0.66761 -0.94830
H 2.07635 0.78412 0.85371
C 1.03000 0.61177 0.59350
H 0.54898 0.19562 1.48076
H 0.56278 1.56606 0.36395
H 0.95019 0.00729 -1.58654
F 1.26280 -1.57351 -0.37156
H -1.92393 -1.33716 -0.63737


Record 5
74
Properties=species:S:1:pos:R:3 method="wB97M-V/def2-TZVPD" homo_ev="-7.0 / -8.2" orbital_gap_ha="0.2754 / 0.2842" multiplicity=5 charge=0 e_tot_ha=-3228.5659
C 0.42597 1.08904 3.10677
H 0.21672 -2.53672 -2.15348
H -0.46243 -0.31692 -5.40242
H 1.42682 4.92094 -1.12579
H 2.43679 3.56593 -0.06110
C 1.33943 4.39880 -2.08769
H 0.78298 -2.33404 -3.84366
H 1.30700 -1.51546 3.26756
C -1.77294 2.74982 3.58876
H 1.30213 0.46592 2.90108
H -5.66180 -1.70058 3.20595
C 0.05637 -4.55234 4.19690
C 3.25613 0.35371 -1.14085
C -1.92056 1.58022 2.82830
C 2.18077 2.64309 -0.61815
H 5.37554 -2.07719 -2.30173
H 2.02430 2.02340 -3.81985
C 4.44133 -1.54746 -2.10001
H 3.18742 -2.95906 -3.17510
C 4.45266 -0.35625 -1.37696
C 0.71228 -1.84526 -2.85795
H -0.41432 3.96728 4.75606
H -2.27682 -1.72942 -2.30555
C 2.62766 2.63259 -3.12152
H -2.90342 -0.34451 -0.72752
H -0.40378 1.33390 -4.69507
H -0.69736 1.96477 -1.68697
C -1.38541 -3.48409 2.56470
C -5.67492 -1.16655 1.09558
H -2.90185 1.31747 2.43044
P -0.41015 -0.35449 -2.99229
C -0.82981 0.73196 2.59926
H 1.82631 -3.43128 4.74561
C 0.91971 -3.45113 4.13693
C -0.55842 -2.34534 2.54283
C 2.05618 -0.14553 -1.62318
C -5.06715 -1.42207 2.32878
H -2.63972 3.38915 3.76728
H -2.28573 -3.51974 1.94904
H 3.45548 1.49099 0.66025
C -2.05749 -1.07946 -3.16290
Fe 0.22648 0.71115 -1.03589
C 3.22448 -2.04274 -2.58821
H 1.54134 2.45659 4.35373
C 2.03419 -1.33842 -2.33883
C -1.09987 -4.56733 3.41012
C 0.57016 2.23414 3.90441
H -3.20193 -1.53524 3.41216
C -2.88714 -0.97065 1.34617
H -2.11044 -1.66449 -4.09304
N 1.84493 3.04138 -1.97370
C 3.35581 1.67017 -0.42399
H 1.24838 2.23110 -0.13266
H -5.36627 -0.57182 -0.96448
H 2.95084 3.52571 -3.68114
H 1.08139 0.35806 -4.78463
H -1.79089 -5.41527 3.45466
H 0.27342 -5.38709 4.86893
H 4.28914 2.16995 -0.72003
C -4.89309 -0.78814 -0.00294
O -0.24402 -0.64144 0.20180
H 3.52798 2.07656 -2.84413
H 5.39154 0.06889 -1.00662
H -2.79766 -0.26812 -3.18884
C -0.52631 3.07448 4.13730
C -3.67563 -1.32593 2.44954
H 0.28690 4.42402 -2.40585
C 0.62014 -2.36414 3.30132
H 0.02015 1.90802 -2.19377
Si -1.04299 -0.82172 1.57662
H 1.92935 4.95786 -2.82848
C -0.00311 0.31504 -4.62914
H -6.76077 -1.24808 0.99931
C -3.50239 -0.67657 0.12794


Record 6
131
Properties=species:S:1:pos:R:3 method="wB97M-V/def2-TZVPD" homo_ev=-7.8 orbital_gap_ha=0.3006 charge=0 e_tot_ha=-4800.6495
H -3.22484 5.29631 5.69780
C 0.97553 -0.06678 -5.71875
H -4.33330 1.98081 3.06864
C 2.16851 -3.69285 3.72416
H 5.79194 -3.54974 -1.98648
H 2.11511 1.28173 3.18600
C -1.12960 -2.10566 -1.11467
C -1.19221 -1.06778 -5.46348
H -1.93922 5.48929 1.62201
H -4.07861 2.65581 -0.80108
C -1.18570 -0.74141 -4.11489
O 4.35959 -5.69464 -0.35261
H -3.64334 -1.88706 4.77375
C 3.49849 -2.37800 0.52927
C -3.29282 -1.02780 4.21832
C -2.72057 5.48157 3.62128
C 0.98858 0.24667 -4.37147
C -1.67133 4.38494 -4.65809
O 5.22226 2.44406 -1.65848
C -0.81669 4.20094 2.90794
H -0.72108 2.01584 -0.33531
H -1.32240 -1.82413 4.00430
C 2.37785 -2.80723 -1.53029
H 1.47947 -5.65351 0.27756
C 1.12092 0.95428 6.76501
H -0.12581 -0.97590 -7.32096
C -1.97913 -0.99448 3.77370
H 5.65693 -3.21648 -3.70546
H -2.04168 -1.59111 -5.88209
H -1.87367 -4.03096 -0.56500
C -3.30851 -1.08280 0.26121
H 0.00970 -2.41922 1.45092
C -2.02679 -2.96152 -0.50142
H -0.83324 -0.99035 8.71904
C 1.01917 4.03842 -5.18981
C -3.28869 1.78541 -3.96720
C -0.55346 -0.30393 7.93148
C -4.14283 0.04339 3.98400
C 1.88842 -1.32608 4.04542
C -1.13996 4.84415 -5.84905
H 4.77702 -2.21925 -2.54586
C -0.11789 -0.72328 -6.26880
H -3.52189 6.17356 3.40213
C -1.50784 0.09798 3.05566
O 3.80576 -1.58125 1.40105
H -2.02929 -1.01855 -3.49707
S 4.38231 1.39208 -2.15762
C 0.21248 4.67067 -6.11971
C 0.95024 -5.30425 -0.61074
C 2.47648 -2.52987 4.40941
C 0.98665 -1.27655 2.99170
C 0.77476 0.05982 7.76439
O 4.47532 0.10866 -1.42057
C -0.65206 3.67307 4.18837
H 0.13186 -5.99837 -0.79865
C -1.16922 1.09781 6.07451
H -6.37021 0.42456 -3.63395
P 0.79271 2.63975 4.64023
C 0.48367 3.56306 -3.99951
O 1.66683 -2.41315 -2.44116
C -3.12128 -2.45161 0.18945
C -0.46101 2.05783 -1.40033
H 4.63902 -3.88560 1.30665
C -1.52256 0.22391 7.09134
H -4.15343 -0.67707 0.80083
H 1.32404 -4.94269 -2.70731
H 4.39112 0.12162 -4.14007
H 2.07470 3.90785 -5.38697
N 4.02100 -3.65915 0.53718
C -2.55423 4.98725 4.90713
H 0.51278 -4.33034 -0.38067
C 1.27333 -3.65407 2.66150
H -2.50346 1.89626 -4.70304
H -1.40274 3.74094 6.20225
N 2.62277 -2.02697 -0.44997
H 4.61670 1.87282 -4.43817
O 2.93978 1.74284 -2.22940
H 2.34665 -6.19694 -1.99183
C 1.08213 1.64135 3.10526
C -2.38597 1.14488 2.78040
H -5.15939 0.02178 4.35153
C 5.09835 -3.23966 -2.77035
C -4.45107 1.10859 -4.30325
H 1.84798 0.73854 -3.93288
H 3.17941 -2.55354 5.23034
H -1.77751 5.34713 -6.56354
P -1.65948 3.26788 -2.14280
H 0.49171 2.60228 -1.41605
C -3.12363 2.31665 -2.69266
H -3.82206 -3.12075 0.67041
C 4.88550 1.02969 -3.80940
C 0.69396 -2.45265 2.29393
C 3.91933 -4.19709 -2.88110
C -5.46655 0.95652 -3.37037
H 0.63178 5.03268 -7.04847
H 2.15303 1.26807 6.66107
C 1.88124 -5.22727 -1.81339
C -0.10371 -0.06390 -3.56548
H 1.03737 -4.55642 2.11347
H -2.55948 -0.05707 7.21535
C -4.17127 2.19815 -1.77954
C 0.15979 1.46882 5.89404
C -3.68264 1.13938 3.26510
H -2.05121 1.98442 2.18600
H -4.55972 0.69471 -5.29672
H -0.14444 3.92434 2.10695
C 3.84745 -4.60264 -0.44431
H -2.72490 4.53517 -4.45198
C -1.52336 4.10577 5.18981
H -6.12316 1.41322 -1.37812
H -2.56484 0.84432 -0.27059
H -1.93526 1.48173 5.41376
C -0.86948 3.72268 -3.72390
H 1.82283 0.19240 -6.33946
C -1.83823 5.09472 2.62430
C -2.40469 -0.22149 -0.34814
H 2.14041 -0.43168 4.59720
H 1.15528 2.39812 2.31878
H 1.14705 3.08452 -3.29222
Pb 2.32344 0.24717 -0.13724
C -5.32761 1.50832 -2.10445
H -0.28464 -2.50144 -1.66370
H 5.96332 0.89608 -3.80098
C -1.31215 -0.72068 -1.04317
H 2.62770 -4.62889 4.01101
C 3.00750 -4.19689 -1.64036
P -0.01278 0.31286 -1.78899
H 1.53565 -0.33646 8.42213
H 3.28772 -3.92683 -3.72983
P 0.17257 0.21624 2.34250
H 4.26891 -5.22142 -3.02756


Record 7
10
Properties=species:S:1:pos:R:3 method="wB97M-V/def2-TZVPD" relative_energy_kcal_mol=198.1 homo_ev=-15.8 orbital_gap_ha=0.2711 charge=+1 e_tot_ha=-429.5936
H -2.61508 -0.58317 -0.34982
O -1.75636 -1.34489 1.13237
N -1.68354 -0.73072 0.15216
N 1.48583 2.85234 0.73453
C 1.18561 1.78912 0.46032
C -0.81468 -0.33752 -0.63447
N 1.72468 -0.52564 0.06284
O 2.13091 -1.57778 -0.16539
H -0.78209 -0.03167 -1.57925
C 1.12472 0.48991 0.18670


Record 8
16
Properties=species:S:1:pos:R:3 method="wB97M-V/def2-TZVPD" relative_energy_kcal_mol=146.9 homo_ev=-8.5 orbital_gap_ha=0.3403 charge=0 e_tot_ha=-346.5414
O 1.54978 -0.56627 -1.49041
H -0.41746 -0.89525 1.81826
C -0.84135 0.57728 -1.23007
C 1.29985 1.40934 1.40402
C 0.05691 -1.58150 0.01932
H -2.07667 2.15161 -1.15135
H -0.91017 0.43852 -2.30625
C 1.25293 0.55427 0.59458
C 0.79896 -0.33905 -0.34881
H 0.17806 -2.29025 -0.72553
C -0.61821 -1.70257 1.12115
H -1.37561 1.74727 0.49759
H -1.30068 -2.43525 1.35269
H 2.45932 -0.66760 -1.22427
H 1.51222 2.08264 2.21514
C -1.56788 1.51681 -0.54608


Per-record F_max, Eh/bohr: 0.0518; 0.0890; 0.0521; 0.0752; 0.0612; 0.0061; 0.1078; 0.1132